(1)
103
Properties=species:S:1:pos:R:3:forces:R:3 method="wB97M-V/def2-TZVPD" molar_mass_g_mol=997.14 total_energy_ev=-156256.4026 orbital_gap_ev=7.02 charge=0 fmax_ev_per_a=0.6
Ag -0.1893 1.4731 -1.2850 0.0 0.2 -0.5
Cl 2.1890 4.0566 -2.7066 0.1 -0.1 0.0
C 0.9386 4.5965 -1.6014 -0.2 -0.1 0.1
C -0.1230 3.7423 -1.3192 -0.1 0.0 0.2
C -1.1339 4.3507 -0.5676 0.1 0.0 -0.1
Cl -2.6002 3.4517 -0.2867 -0.1 -0.2 0.0
C -1.0709 5.6450 -0.0522 -0.1 0.0 0.0
Cl -2.3610 6.3043 0.8880 0.0 0.0 0.0
C 0.0609 6.4182 -0.2990 0.0 -0.1 0.0
Cl 0.2042 8.0006 0.3697 0.0 0.0 0.0
C 1.0681 5.8953 -1.1028 0.0 -0.1 -0.1
Cl 2.4523 6.8693 -1.4599 0.0 0.0 0.0
C -4.1230 -0.0985 1.0270 0.1 0.0 0.0
C -4.0968 -0.5562 -0.4273 -0.1 0.0 0.0
C -4.7349 -1.9432 -0.5234 0.1 0.0 -0.1
C -4.8565 0.4073 -1.3305 0.1 0.0 0.0
O -2.7227 -0.5298 -0.8620 -0.2 -0.1 -0.1
Si -1.6931 -1.7704 -1.1492 0.2 0.1 0.0
S 0.2017 -1.0178 -1.5891 -0.3 0.3 -0.1
O -1.7129 -2.6618 0.2397 -0.1 -0.3 0.0
C -1.3318 -4.0119 0.5182 0.0 0.0 0.0
C -2.3958 -4.9830 0.0023 0.0 0.1 0.0
C -1.2393 -4.1131 2.0349 0.1 0.0 0.0
C 0.0238 -4.3294 -0.1115 -0.1 0.1 -0.1
O -2.2622 -2.7584 -2.3340 0.0 -0.1 0.0
C -2.1682 -2.8048 -3.7615 0.0 0.0 -0.1
C -0.8839 -3.5339 -4.1455 0.0 0.1 0.0
C -2.1948 -1.4102 -4.3807 0.0 0.1 0.1
C -3.3855 -3.5969 -4.2252 0.0 0.0 0.1
H -5.1455 -0.1025 1.4114 0.0 0.0 0.0
H -3.7140 0.9074 1.1228 0.0 0.1 0.0
H -3.5120 -0.7745 1.6305 0.0 0.0 0.0
H -5.7937 -1.8703 -0.2680 0.0 0.0 0.0
H -4.2581 -2.6347 0.1714 0.0 0.0 0.0
H -4.6451 -2.3485 -1.5326 0.0 0.0 0.0
H -5.8852 0.5301 -0.9835 0.0 0.0 0.0
H -4.8726 0.0228 -2.3531 0.0 0.0 0.0
H -4.3653 1.3789 -1.3397 0.0 0.1 0.0
H -3.3264 -4.8535 0.5595 0.0 0.0 0.0
H -2.0583 -6.0163 0.1177 0.0 0.0 0.0
H -2.5945 -4.7864 -1.0509 0.0 0.0 0.0
H -2.1951 -3.8360 2.4842 0.0 0.0 0.0
H -0.4667 -3.4388 2.4154 0.0 0.0 0.0
H -0.9944 -5.1358 2.3302 0.0 0.0 0.0
H -0.0602 -4.3518 -1.2016 0.0 0.0 0.0
H 0.3883 -5.2993 0.2356 0.0 0.0 0.0
H 0.7441 -3.5528 0.1547 0.0 0.0 0.0
H -0.0302 -3.0197 -3.7005 0.0 0.0 0.0
H -0.7607 -3.5450 -5.2318 0.0 0.0 0.1
H -0.9085 -4.5647 -3.7834 0.0 0.0 0.0
H -1.2919 -0.8564 -4.1239 0.0 0.0 0.0
H -3.0580 -0.8464 -4.0150 0.0 -0.1 0.0
H -2.2595 -1.4915 -5.4688 0.0 0.0 0.1
H -3.3949 -4.5768 -3.7423 0.0 0.0 0.0
H -3.3698 -3.7349 -5.3085 0.0 0.0 0.0
H -4.2996 -3.0672 -3.9473 0.0 0.0 0.0
C 5.3211 -0.2647 0.1052 0.1 0.2 -0.1
N 4.0009 -0.9691 -0.1586 -0.1 0.0 -0.1
C 3.9489 -1.3823 -1.6376 0.0 0.2 -0.1
N 4.1809 -0.2604 -2.4803 0.0 0.0 0.0
C 5.4425 0.3921 -2.1605 -0.1 0.0 0.1
N 5.4991 0.8426 -0.7700 0.0 0.1 0.0
C 4.5423 1.9408 -0.5163 -0.1 -0.1 -0.1
P 2.7411 1.4946 -0.8262 0.5 -0.2 0.2
C 2.8423 -0.0773 0.1837 -0.2 0.3 0.0
C 3.0479 0.6805 -2.4824 0.0 0.0 0.2
H 6.1137 -0.9981 -0.0503 0.0 -0.1 0.0
H 5.3125 0.0611 1.1446 0.0 0.0 0.0
H 3.9438 -1.8147 0.4078 0.0 0.0 0.0
H 2.9543 -1.7950 -1.8095 0.0 0.0 0.0
H 4.7228 -2.1380 -1.7747 0.0 0.0 0.1
H 5.5641 1.2572 -2.8105 0.0 0.0 0.0
H 6.2636 -0.3079 -2.3374 0.0 0.0 0.0
H 4.8119 2.7866 -1.1517 0.0 0.0 0.0
H 4.6419 2.2674 0.5208 0.0 0.0 0.0
H 1.9143 -0.6261 0.0111 0.0 -0.1 0.1
H 2.9100 0.1881 1.2389 0.1 0.0 0.0
H 3.2243 1.4477 -3.2360 0.0 0.0 0.0
H 2.1372 0.1436 -2.7497 0.0 0.0 -0.1
O -0.3846 1.2938 1.1719 0.1 -0.2 0.2
S -0.5262 2.3420 2.2232 0.1 0.1 0.1
C -0.8107 1.4262 3.7447 0.1 0.0 -0.1
C -0.8353 2.0816 4.9689 0.0 0.0 0.0
C -1.0730 1.3465 6.1189 0.0 0.0 0.0
C -1.2963 -0.0246 6.0332 0.0 0.0 0.0
C -1.2863 -0.6616 4.8001 0.0 0.0 0.1
C -1.0455 0.0664 3.6404 0.0 0.0 -0.1
C 1.1457 2.9188 2.5775 -0.1 0.0 -0.1
C 2.1209 2.0443 3.0401 0.0 0.0 0.1
C 3.4241 2.4950 3.1778 0.0 0.0 0.0
C 3.7496 3.8084 2.8420 0.0 0.0 0.0
C 2.7699 4.6730 2.3759 0.1 0.0 0.0
C 1.4593 4.2273 2.2453 -0.1 0.0 0.0
H -0.6627 3.1524 5.0163 0.0 -0.1 0.0
H -1.0823 1.8401 7.0827 0.0 0.0 0.0
H -1.4860 -0.5950 6.9344 0.0 0.0 0.0
H -1.4676 -1.7278 4.7372 0.0 0.0 0.0
H -1.0379 -0.3984 2.6585 0.0 0.0 0.1
H 1.8487 1.0271 3.3047 0.0 0.0 0.0
H 4.1881 1.8267 3.5600 0.0 0.0 0.0
H 4.7698 4.1561 2.9527 0.0 0.0 0.0
H 3.0229 5.6925 2.1112 0.0 0.0 0.0
H 0.6829 4.8936 1.8797 0.1 -0.1 0.0

***

(2)
9
Properties=species:S:1:pos:R:3:forces:R:3 method="wB97M-V/def2-TZVPD" smiles="O=C=N[C@]1([O-])CO1" molar_mass_g_mol=100.05 total_energy_ev=-10775.1350 orbital_gap_ev=7.43 charge=-1 fmax_ev_per_a=5.1
C 0.5351 -0.5207 -0.3065 -3.0 -2.8 3.0
C -1.8702 -0.1794 -0.2949 0.0 0.6 0.0
C 1.0240 0.6394 0.3991 1.4 -0.8 -0.3
N -0.8194 -0.1313 -0.8617 -1.3 0.1 -1.1
O 0.5097 -1.6967 0.1774 0.6 -0.9 -0.6
O -2.9337 -0.0941 0.2323 0.3 -0.3 -0.2
O 1.5501 0.0928 -0.8845 2.1 1.6 -1.0
H 0.4296 1.4631 0.2484 -0.7 2.3 0.1
H 1.5748 0.4269 1.2904 0.5 0.2 0.2

***

(3)
114
Properties=species:S:1:pos:R:3:forces:R:3 method="wB97M-V/def2-TZVPD" molar_mass_g_mol=774.68 total_energy_ev=-60248.3005 orbital_gap_ev=6.58 charge=-1 fmax_ev_per_a=2.9
C -3.3298 -2.4314 -0.9945 0.1 -0.1 -0.2
C -2.0752 -1.6920 -0.4600 -0.3 -0.3 0.0
B -1.1192 -1.3584 -1.6834 0.5 0.5 -0.6
O -1.4170 -0.1660 -2.3091 0.2 0.5 0.6
Nb 0.5821 -2.8225 -2.3953 2.0 -1.9 1.0
C 1.6544 -1.9967 -0.5525 -1.4 0.6 -0.2
C 2.0600 -0.5143 -0.6150 0.6 -0.1 0.3
C 1.5040 0.4232 0.4639 0.1 0.0 -0.1
O 1.4958 -0.1600 1.7592 0.1 0.1 0.0
C 0.2530 -0.4338 2.3514 0.1 -0.2 0.1
C 2.4871 -3.4708 -3.4885 -0.5 1.5 -1.1
C 2.7799 -2.8324 -4.8609 0.2 -0.3 0.0
C 1.7904 -3.2488 -5.9611 0.3 0.0 -0.1
O 1.2712 -2.1564 -6.7040 -0.2 -0.2 -0.3
C -0.0557 -1.7952 -6.3776 -0.2 0.3 0.1
C -0.0697 -4.5968 -1.1568 -0.2 -0.1 -0.1
C -0.1631 -5.9246 -1.9180 -0.2 0.1 0.2
O -1.5015 -6.1570 -2.3747 0.1 -0.2 -0.2
C 0.2825 -7.1086 -1.0561 0.0 0.0 -0.2
N 0.3837 -8.3914 -1.7412 0.1 -0.2 0.4
H -3.5721 -3.3079 -0.3888 -0.2 0.1 0.1
H -4.1957 -1.7696 -1.0488 0.0 -0.1 0.1
H -3.1573 -2.8149 -2.0043 0.0 0.0 0.0
H -2.3770 -0.7622 0.0379 0.0 0.0 0.0
H -1.5937 -2.3158 0.2960 0.1 0.0 0.0
H -0.6286 0.1084 -2.7955 -0.2 -0.4 -0.5
H -0.6208 -3.3218 -3.7082 -0.6 0.4 0.4
H 0.8509 -1.2275 -3.3373 -0.1 0.1 -0.1
H 1.0476 -2.2031 0.3335 0.2 0.0 0.1
H 2.5393 -2.6431 -0.4831 -0.1 -0.1 -0.1
H 3.1517 -0.4475 -0.5312 0.0 0.0 -0.1
H 1.8066 -0.0795 -1.5876 0.0 0.1 0.1
H 0.5185 0.8120 0.1740 -0.1 -0.2 0.2
H 2.1751 1.2865 0.5248 -0.1 0.1 0.0
H 0.1104 0.2039 3.2353 -0.1 0.1 -0.1
H 0.2259 -1.4758 2.6858 0.0 0.0 0.0
H -0.5792 -0.2956 1.6592 0.0 0.1 -0.1
H 3.3424 -3.2107 -2.8539 -0.1 -0.4 0.3
H 2.4291 -4.5545 -3.6756 0.0 -0.1 0.6
H 3.7856 -3.1133 -5.2081 0.0 0.1 0.0
H 2.7784 -1.7486 -4.7655 0.0 0.0 0.0
H 0.9736 -3.8569 -5.5549 0.0 0.1 0.1
H 2.3296 -3.8705 -6.6842 -0.1 0.0 0.0
H -0.0864 -1.1607 -5.4875 -0.1 -0.1 0.1
H -0.6962 -2.6633 -6.1946 0.1 -0.1 0.0
H -0.4746 -1.2250 -7.2093 0.2 0.0 -0.1
H -1.0163 -4.4688 -0.6159 0.1 0.1 0.0
H 0.7111 -4.6728 -0.3819 0.0 0.1 0.0
H 0.4310 -5.9330 -2.8419 0.0 0.0 0.0
H -2.0373 -6.3172 -1.5895 0.0 0.2 0.0
H -0.4590 -7.2096 -0.2538 0.1 0.0 0.1
H 1.2394 -6.8707 -0.5846 0.0 0.0 0.0
H 0.8878 -8.3062 -2.6141 -0.1 0.0 0.0
H -0.5290 -8.7850 -1.9197 0.0 0.2 -0.2
N -3.9764 -3.2245 4.0328 -0.1 0.0 0.0
C -3.7275 -2.1778 3.1896 0.0 0.0 0.0
C -2.8205 -1.3551 3.8008 0.0 0.0 0.1
C -2.5106 -1.9323 5.0662 0.0 0.1 -0.1
C -3.2415 -3.0844 5.1775 0.0 0.0 0.0
H -4.6021 -3.9831 3.8369 0.0 0.0 0.0
H -4.2028 -2.1052 2.2283 0.0 0.0 -0.1
H -2.4231 -0.4460 3.3804 0.0 0.0 0.0
H -1.8262 -1.5457 5.8035 0.0 0.0 0.0
H -3.2969 -3.8129 5.9681 0.0 0.0 0.0
N -0.7640 1.0130 7.2719 0.0 0.0 0.0
C -2.0498 1.4477 7.1041 0.0 -0.1 0.0
C -2.4763 1.9635 8.2981 0.0 0.0 0.0
C -1.4012 1.8377 9.2222 0.0 0.0 0.0
C -0.3591 1.2479 8.5579 0.0 0.0 0.0
H -0.2016 0.5854 6.5582 0.0 0.0 0.0
H -2.5471 1.3496 6.1543 0.0 0.0 0.0
H -3.4490 2.3854 8.4877 0.0 0.0 0.0
H -1.3948 2.1451 10.2548 0.0 0.0 0.0
H 0.6292 0.9779 8.8881 0.0 0.0 0.0
N -1.5318 5.3320 3.3806 0.0 0.0 0.0
C -1.1085 4.7606 4.5498 0.0 0.0 0.0
C -1.1214 3.4024 4.3816 0.1 0.0 -0.1
C -1.5690 3.1426 3.0574 0.0 0.0 0.0
C -1.8107 4.3529 2.4668 -0.1 -0.1 -0.1
H -1.6209 6.3176 3.2173 0.0 0.0 0.0
H -0.8336 5.3633 5.3981 0.0 0.0 0.0
H -0.8359 2.6748 5.1203 0.0 0.1 0.0
H -1.6930 2.1775 2.5924 0.0 0.0 0.0
H -2.1626 4.5905 1.4781 -0.1 0.0 0.1
N 1.9012 1.7262 -4.8147 0.0 0.0 0.1
C 1.8017 0.8764 -5.8772 0.1 0.1 0.0
C 1.4868 1.6223 -6.9824 0.0 0.1 0.1
C 1.3927 2.9808 -6.5619 0.0 0.0 0.0
C 1.6555 3.0110 -5.2152 0.0 0.0 0.0
H 2.1205 1.4321 -3.8791 -0.1 0.0 0.0
H 1.9592 -0.1802 -5.7619 0.0 0.0 -0.1
H 1.3379 1.2348 -7.9766 0.0 0.0 0.0
H 1.1587 3.8359 -7.1750 0.0 0.0 0.0
H 1.6893 3.8304 -4.5168 0.0 0.0 0.0
N 4.3286 5.1195 1.6983 0.0 0.0 0.0
C 3.1433 5.1342 1.0124 0.0 0.0 0.0
C 2.3286 4.1826 1.5639 0.0 0.0 0.0
C 3.0493 3.5699 2.6250 0.0 0.0 0.0
C 4.2789 4.1682 2.6833 0.0 0.0 0.0
H 5.1149 5.7097 1.5037 0.0 0.0 0.0
H 2.9761 5.8130 0.1931 0.0 0.0 0.0
H 1.3284 3.9470 1.2394 0.0 0.0 0.0
H 2.7029 2.7739 3.2631 0.0 0.0 0.0
H 5.1190 3.9959 3.3340 0.0 0.0 0.0
N -0.8355 4.7066 -0.8555 0.0 0.0 0.0
C -0.8010 4.8807 -2.2106 0.0 0.0 0.0
C -0.4995 6.1942 -2.4571 0.0 0.0 0.0
C -0.3417 6.8356 -1.1970 0.0 0.0 0.0
C -0.5571 5.8904 -0.2279 0.1 0.0 -0.1
H -1.0291 3.8352 -0.3932 0.1 0.0 0.0
H -0.9908 4.0596 -2.8815 0.0 0.0 0.0
H -0.3995 6.6429 -3.4314 0.0 0.0 0.0
H -0.0949 7.8699 -1.0222 0.0 0.0 0.0
H -0.5192 5.9553 0.8451 0.1 0.0 0.0